Density functional theory data (wB97M-V/def2-TZVPD) for C42H51BN8O3RuS3 as an isolated structure at a distorted geometry.

```
109
Properties=species:S:1:pos:R:3:forces:R:3:mulliken_charge:R:1
Ru 0.046 -0.061 0.625 -0.31 -0.66 -1.49 -1.2298
C -2.805 2.996 4.122 0.03 -0.10 0.01 -1.9854
C -1.494 2.284 4.281 -0.19 0.03 0.01 0.2587
C -0.591 2.617 5.244 0.04 0.03 -0.04 -0.3853
C 0.638 1.916 5.373 -0.05 0.05 0.07 -0.0685
N 0.930 0.940 4.563 0.11 -0.16 -0.01 -0.5901
N 0.041 0.621 3.622 0.13 -0.04 0.11 0.9724
B 0.340 -0.599 2.743 0.35 -0.41 0.70 1.0021
N -0.382 -1.834 3.229 -0.20 0.24 0.15 0.3917
N -0.163 -2.080 4.524 0.10 0.08 0.10 -0.5909
C -0.715 -3.128 5.061 -0.05 -0.05 0.00 -0.1892
C -1.597 -3.938 4.297 -0.03 0.03 0.02 -0.4046
C -1.837 -3.665 2.987 -0.10 -0.22 -0.11 0.6637
C -2.759 -4.481 2.137 0.11 0.03 -0.01 -1.9037
C -1.149 -2.556 2.421 -0.03 -0.17 -0.11 0.6052
S -1.278 -2.150 0.769 0.62 0.78 -0.04 -0.3284
C -0.301 -3.470 6.486 0.11 0.02 -0.03 2.2400
C 0.972 -4.328 6.356 -0.05 0.02 0.01 -1.5803
C 0.030 -2.196 7.269 -0.05 0.02 -0.10 -1.5684
C -1.389 -4.263 7.212 0.01 0.01 -0.05 -2.0700
N 1.779 -0.646 2.355 -0.02 0.03 -0.02 0.7374
N 2.137 0.623 1.948 -0.45 0.40 0.17 0.4330
C 3.367 0.911 1.702 0.10 -0.03 -0.07 -0.1536
C 4.370 -0.102 1.803 0.04 -0.04 -0.05 -0.7972
C 4.047 -1.381 2.086 0.04 0.08 0.02 0.1619
C 5.098 -2.445 2.123 -0.07 0.03 -0.02 -2.0731
C 2.660 -1.719 2.353 -0.28 -0.51 -0.04 0.8767
S 2.171 -3.281 2.619 0.08 0.27 0.06 -0.2588
C 3.708 2.337 1.301 -0.01 0.02 -0.05 2.2407
C 4.951 2.803 2.071 0.00 -0.04 -0.02 -1.7659
C 3.992 2.346 -0.208 0.00 -0.03 0.00 -1.8133
C 2.551 3.284 1.614 -0.02 0.00 0.02 -1.1715
C -1.124 1.216 3.416 -0.25 0.31 0.11 0.9086
S -2.042 0.617 2.103 0.83 -0.24 -0.65 -0.3859
C 1.647 2.274 6.449 0.07 0.04 0.13 2.1375
C 2.213 3.672 6.161 -0.03 -0.01 -0.07 -1.5736
C 0.944 2.284 7.816 -0.03 -0.04 -0.04 -1.6900
C 2.792 1.264 6.488 -0.03 -0.05 -0.06 -1.5605
H -3.519 2.636 4.865 0.01 0.00 -0.02 0.3506
H -3.232 2.813 3.138 0.01 0.06 -0.03 0.4245
H -2.681 4.068 4.266 0.00 -0.02 0.01 0.4595
H -0.811 3.441 5.913 0.04 -0.02 -0.01 0.5900
H -2.110 -4.767 4.766 0.06 -0.01 0.00 0.3818
H -3.284 -5.221 2.737 0.00 0.01 -0.02 0.4051
H -2.192 -4.995 1.358 -0.02 0.01 0.01 0.3722
H -3.484 -3.841 1.630 -0.02 -0.01 0.03 0.4062
H 1.771 -3.750 5.888 0.00 -0.03 0.00 0.2513
H 0.788 -5.214 5.744 0.02 0.01 0.03 0.3620
H 1.302 -4.655 7.344 -0.01 0.01 -0.03 0.4795
H 0.750 -1.587 6.723 -0.01 0.00 0.07 0.0107
H 0.457 -2.463 8.237 -0.04 0.00 -0.01 0.5055
H -0.869 -1.597 7.437 0.04 -0.01 0.01 0.3895
H -1.512 -5.263 6.792 -0.02 0.01 0.03 0.3878
H -2.352 -3.747 7.179 0.01 -0.01 0.03 0.4358
H -1.106 -4.385 8.258 -0.01 0.00 -0.01 0.4434
H 5.406 0.154 1.623 -0.03 0.03 0.01 0.4355
H 6.067 -2.011 2.368 -0.01 0.00 -0.04 0.4915
H 5.169 -2.917 1.140 -0.04 -0.02 0.04 0.2211
H 4.842 -3.217 2.843 0.04 -0.02 0.03 0.4229
H 5.840 2.223 1.818 0.00 0.04 0.02 0.4015
H 4.793 2.740 3.151 0.01 0.01 -0.03 0.2437
H 5.158 3.844 1.817 0.00 -0.02 0.02 0.4693
H 4.807 1.664 -0.464 -0.03 0.02 -0.01 0.3587
H 4.276 3.350 -0.529 -0.01 -0.03 0.01 0.5181
H 3.103 2.045 -0.767 0.03 0.00 0.01 0.2093
H 2.331 3.285 2.686 0.00 0.01 -0.01 -0.1387
H 1.644 2.999 1.087 0.00 0.02 0.00 -0.2437
H 2.822 4.299 1.317 0.02 -0.03 0.02 0.6349
H 1.423 4.422 6.074 0.03 0.00 0.00 0.3355
H 2.797 3.677 5.237 -0.05 0.01 0.01 0.1957
H 2.871 3.973 6.978 -0.01 0.01 -0.02 0.5056
H 0.173 3.054 7.878 0.02 -0.01 0.02 0.3287
H 1.680 2.488 8.595 -0.04 0.00 -0.01 0.4881
H 0.483 1.316 8.028 0.03 0.03 -0.01 0.2595
H 3.274 1.169 5.514 0.02 0.01 0.03 0.1241
H 2.431 0.275 6.780 0.04 0.02 -0.03 0.1875
H 3.535 1.590 7.217 -0.03 -0.01 0.00 0.4894
C 3.400 -4.874 -0.388 0.01 0.08 -0.03 -1.2010
O 2.759 -3.607 -0.440 0.38 -0.15 0.32 -0.1684
C 1.868 -3.396 -1.413 -0.33 0.59 -0.12 0.1640
C 1.639 -4.224 -2.476 -0.27 0.05 -0.31 -0.6041
C 0.666 -3.890 -3.448 0.06 -0.05 0.01 -0.9717
C -0.054 -2.735 -3.354 0.09 -0.21 -0.07 -0.9756
C 0.144 -1.849 -2.274 0.56 -0.59 0.77 1.0280
C -0.558 -0.628 -2.288 0.08 0.45 0.16 -1.0625
N -0.518 0.275 -1.345 -0.44 -1.22 0.58 0.7080
N -1.024 1.478 -1.652 -0.12 1.42 0.71 -0.8761
C -0.838 2.327 -0.651 -0.63 -0.34 -1.48 0.1161
O -0.255 2.019 0.448 1.13 -1.26 0.45 0.0867
C -1.330 3.710 -0.818 0.05 0.08 0.15 0.5879
C -1.319 4.566 0.281 0.01 0.00 -0.02 -0.3271
C -1.761 5.872 0.147 -0.03 0.04 -0.02 -0.9148
C -2.205 6.330 -1.087 -0.02 -0.01 0.02 -0.4214
C -2.212 5.479 -2.185 0.02 -0.01 0.03 -0.7118
C -1.782 4.168 -2.053 -0.02 0.03 0.01 -0.3281
C 1.122 -2.163 -1.262 -0.61 -0.78 -1.48 0.6413
O 1.396 -1.428 -0.259 -0.58 1.97 1.53 0.0209
H 3.916 -4.908 0.566 -0.02 0.00 0.02 0.2955
H 4.123 -4.984 -1.200 -0.03 0.00 -0.05 0.3934
H 2.670 -5.684 -0.433 -0.02 -0.01 0.01 0.5010
H 2.206 -5.136 -2.595 -0.01 -0.01 0.04 0.5163
H 0.509 -4.562 -4.281 0.01 0.01 0.02 0.4024
H -0.781 -2.476 -4.113 -0.01 -0.02 0.00 0.4292
H -1.115 -0.366 -3.183 0.11 0.15 -0.05 0.4389
H -0.961 4.194 1.233 0.00 0.03 -0.01 0.4659
H -1.758 6.538 1.001 0.01 -0.02 -0.02 0.4184
H -2.553 7.349 -1.194 0.03 0.00 0.01 0.4025
H -2.550 5.842 -3.147 -0.02 -0.03 0.02 0.3997
H -1.794 3.494 -2.898 0.03 0.01 0.01 0.4614
```
Positions in Å, forces in eV/Å.

relative energy (zero: lowest compared OMol25 entry of this formula, charge and spin)	0.6916	eV
frontier orbital gap (spin up / spin down)	5.56 / 5.64	eV
⟨S²⟩	0.78
calculated total energy	-98204.6218	eV
multiplicity	2
net charge	+1
HOMO (spin up / spin down)	-9.71 / -9.88	eV



Density functional theory data (wB97M-V/def2-TZVPD) for a 11-piece molecular cluster, C42H51F2N9O6 overall at a distorted geometry.

```
110
Properties=species:S:1:pos:R:3:forces:R:3:mulliken_charge:R:1
O -5.209 -1.678 -0.385 -2.29 1.05 -4.15 -0.6428
C -5.743 -1.686 -1.542 3.55 -2.28 6.99 0.7296
O -6.266 -2.803 -1.963 -1.10 -2.23 -0.50 -0.3377
C -6.663 -2.676 -3.317 0.47 -0.56 -0.18 -0.4327
C -5.921 -1.407 -3.728 -0.46 -1.64 0.45 0.3504
F -6.798 -0.762 -4.470 -0.57 2.11 -0.83 -0.2705
O -5.636 -0.817 -2.465 0.13 3.16 -2.18 -0.2544
H -6.396 -3.510 -3.965 0.41 -0.28 0.55 0.2821
H -7.752 -2.631 -3.359 0.05 0.69 -0.11 0.2706
H -4.977 -1.507 -4.264 -0.02 -0.04 -0.02 0.2922
O 3.417 1.520 -4.344 -1.52 1.96 -2.98 -0.5467
C 3.035 2.005 -5.406 1.52 -0.63 2.76 0.6416
O 3.093 1.354 -6.569 1.37 -2.47 2.52 -0.2975
C 2.689 2.104 -7.582 -0.80 1.47 -3.78 -0.3727
C 2.111 3.334 -6.981 0.56 0.19 0.55 0.3221
F 0.796 3.187 -6.907 -2.30 0.32 -0.06 -0.2654
O 2.590 3.297 -5.662 0.68 -0.65 0.74 -0.3116
H 3.465 2.437 -8.271 0.58 -0.50 0.06 0.2912
H 1.946 1.553 -8.160 -0.12 0.20 -0.11 0.2722
H 2.357 4.265 -7.490 0.01 0.08 0.33 0.2621
C 4.812 -0.020 3.977 0.68 -0.82 1.40 -0.2365
C 6.224 -0.074 3.812 0.71 1.59 1.22 -0.6312
C 6.494 0.213 2.511 0.73 -1.18 -1.03 -0.3536
N 5.322 0.142 1.837 -0.75 0.62 -0.34 0.0827
C 4.305 0.052 2.746 -1.66 0.02 -2.04 -0.7757
H 4.273 -0.113 4.908 -0.01 -0.03 -0.15 0.4213
H 6.946 -0.041 4.614 0.01 -0.16 -0.05 0.3761
H 7.386 0.337 1.914 0.21 -0.10 0.46 0.4151
H 5.202 0.164 0.835 0.06 0.17 0.33 0.1885
H 3.291 0.030 2.374 -0.04 0.00 0.20 0.5151
C -2.180 -7.062 -0.349 -0.53 0.07 0.73 -0.4446
C -1.467 -7.492 0.807 0.39 -0.40 -0.14 -0.3378
C -1.853 -6.732 1.860 -0.73 1.82 0.69 -0.4278
N -2.835 -5.863 1.410 0.00 0.03 -0.21 -0.0056
C -3.057 -6.071 0.091 0.60 -0.73 -1.10 -0.6793
H -2.039 -7.499 -1.327 -0.38 0.20 0.00 0.4031
H -0.779 -8.315 0.928 0.16 0.15 -0.39 0.4316
H -1.437 -6.496 2.828 -0.01 -0.71 0.07 0.3587
H -3.307 -5.103 1.879 0.34 -0.39 0.35 0.2195
H -3.837 -5.533 -0.428 0.16 0.02 -0.03 0.4904
C -1.705 -1.209 -6.628 0.31 1.59 2.12 -0.5365
C -1.669 -2.555 -6.344 0.91 -3.13 -1.28 -0.5303
C -1.213 -2.798 -5.077 -1.10 -1.04 0.84 -0.5542
N -1.164 -1.620 -4.432 0.39 0.98 -1.19 0.1761
C -1.391 -0.653 -5.387 0.16 1.52 0.72 -0.5416
H -1.888 -0.675 -7.549 -0.08 -0.16 0.17 0.4392
H -1.730 -3.365 -7.055 -0.32 0.04 -0.13 0.3964
H -1.109 -3.692 -4.481 0.07 -0.22 -0.46 0.4159
H -0.801 -1.481 -3.499 -0.09 0.22 -0.19 0.1714
H -1.230 0.353 -5.029 -0.25 0.23 -0.48 0.5756
C 5.601 -6.068 1.552 0.71 0.99 -0.37 -0.5901
C 5.083 -7.293 1.907 -0.16 -2.61 2.17 -0.4260
C 3.831 -7.449 1.403 -0.46 -0.10 -0.73 -0.3798
N 3.619 -6.337 0.652 -2.63 -1.23 -0.46 0.0405
C 4.640 -5.523 0.758 1.22 2.81 -1.09 -0.3639
H 6.547 -5.605 1.794 -0.12 -0.19 0.06 0.3822
H 5.439 -8.037 2.604 0.56 0.16 -0.05 0.3665
H 3.070 -8.214 1.440 0.33 -0.07 0.20 0.3773
H 2.785 -6.193 0.102 0.29 0.19 0.15 0.1862
H 4.604 -4.590 0.215 0.24 0.05 0.13 0.4062
C -0.076 1.725 5.523 2.81 1.02 -0.28 -0.1225
C -0.776 0.527 5.548 -0.92 1.04 -1.23 -0.4072
C -1.319 0.549 6.752 -1.13 -2.17 4.77 -0.4854
N -0.722 1.483 7.613 -0.42 -0.35 -1.51 -0.0019
C 0.094 2.233 6.822 -0.36 0.16 -2.01 -0.7922
H 0.374 1.992 4.578 0.49 0.73 0.37 0.4323
H -0.994 -0.103 4.699 -0.08 0.00 0.23 0.4161
H -1.942 -0.189 7.235 -0.16 -0.03 -0.08 0.3800
H -0.900 1.639 8.594 -0.11 -0.24 -0.38 0.1947
H 0.657 3.092 7.158 -0.15 -0.13 0.07 0.3847
C 4.888 5.936 1.411 -1.79 -0.61 -0.53 -0.3306
C 5.703 6.391 2.438 0.63 1.27 -0.67 -0.5172
C 5.731 5.388 3.331 1.27 -1.57 3.10 -0.5155
N 4.957 4.335 2.943 0.18 0.73 0.98 0.1012
C 4.355 4.747 1.844 -1.10 -0.91 -3.75 -0.4900
H 4.618 6.374 0.461 0.07 0.26 0.22 0.3838
H 6.141 7.376 2.387 0.39 -0.27 0.62 0.3838
H 6.168 5.167 4.294 0.56 0.95 0.01 0.3724
H 4.838 3.480 3.467 -0.12 0.22 -0.24 0.1846
H 3.718 4.120 1.238 -0.09 -0.19 0.26 0.4262
C -2.142 4.482 -2.844 -1.56 -1.40 -0.06 -0.3915
C -1.310 5.344 -2.077 -1.07 -1.69 1.42 -0.5444
C -1.711 5.102 -0.782 -1.93 0.03 1.35 -0.3650
N -2.898 4.287 -0.714 2.20 -0.11 -2.98 0.0456
C -3.095 3.798 -2.030 2.10 2.48 0.38 -0.6196
H -2.050 4.304 -3.905 -0.06 0.05 -0.01 0.4241
H -0.456 5.951 -2.336 -0.18 -0.17 -0.22 0.3888
H -1.297 5.477 0.142 -0.16 0.14 -0.04 0.4078
H -3.496 3.979 0.040 0.63 0.35 0.32 0.2058
H -3.823 3.031 -2.248 0.00 0.27 -0.08 0.4596
C 0.461 0.309 -0.191 0.08 -0.44 0.29 -0.7091
C 1.056 -0.929 -0.585 -1.08 -1.14 0.21 -0.3268
C 0.181 -1.943 -0.201 0.53 0.57 -0.21 -0.6652
N -0.870 -1.369 0.483 0.32 -0.66 -0.40 0.1139
C -0.682 -0.034 0.496 -0.33 1.25 -0.23 -0.7160
H 0.771 1.321 -0.406 0.17 -0.14 0.17 0.5308
H 1.975 -1.235 -1.063 0.08 0.72 -0.19 0.4230
H 0.309 -2.991 -0.429 -0.37 -0.01 0.40 0.5048
H -1.756 -1.772 0.752 0.38 -0.25 -0.07 0.2322
H -1.441 0.592 0.942 0.12 0.10 -0.07 0.5999
C -5.959 3.652 2.400 0.14 0.28 -1.19 -0.6555
C -5.467 4.895 2.779 0.37 1.87 2.33 -0.2809
C -4.495 4.728 3.802 -0.76 0.70 -2.80 -0.4895
N -4.221 3.400 3.782 -0.12 -0.07 0.34 0.0979
C -5.095 2.764 2.932 1.23 -2.08 1.15 -0.4045
H -6.795 3.509 1.730 0.27 -0.31 -0.06 0.3827
H -5.823 5.848 2.418 -0.13 0.02 0.24 0.3783
H -3.862 5.482 4.245 -0.09 -0.27 0.22 0.3519
H -3.547 2.953 4.386 -0.16 -0.10 -0.26 0.1657
H -4.897 1.710 2.801 -0.64 -0.08 -0.05 0.4548
```
Positions in Å, forces in eV/Å.

frontier orbital gap	8.07	eV
SMILES string	O=C1OC[C@@H](F)O1.O=C1OC[C@@H](F)O1.c1cc[nH]c1.c1cc[nH]c1.c1cc[nH]c1.c1cc[nH]c1.c1cc[nH]c1.c1cc[nH]c1.c1cc[nH]c1.c1cc[nH]c1.c1cc[nH]c1
calculated total energy	-75505.3641	eV
multiplicity	1
net charge	0
HOMO	-7.87	eV